# C42H116N10O11

A cluster of 11 separate species, C42H116N10O11 in total at a distorted geometry (ωB97M-V/def2-TZVPD, the OMol25 dataset).

Relative energy (zero: lowest compared OMol25 entry of this formula, charge and spin) (kJ/mol): 346.0
Spin multiplicity: 2
Maximum force (Eh/bohr): 0.0758
Total energy (Ha): -3044.28750
⟨S²⟩: 0.756
Total charge: +1
E_HOMO (spin up / spin down) (eV): -10.34 / -10.34
Orbital gap (spin up / spin down) (eV): 8.24 / 3.07
E_LUMO (spin up / spin down) (eV): -2.10 / -7.27

Element x y z (Å)
H  -7.00548  -2.83411  -3.31556
H  3.16573  -6.20156  6.42899
H  1.35331  -2.06744  2.41066
H  1.00312  -4.07352  -4.60932
H  3.35822  5.18093  2.77039
H  -2.63154  4.22391  -1.07137
C  3.32282  2.17757  6.63502
H  -0.87187  -5.74883  8.14019
H  3.19395  -3.91951  -6.32008
H  0.25765  0.74955  3.67173
H  1.90943  -6.89031  5.48464
C  4.98780  -3.63197  -4.24135
H  -2.83981  4.07838  -4.76989
H  4.46507  -4.58837  -4.22987
H  -4.54536  -0.25839  -5.46383
H  2.96417  -2.31769  -5.75607
H  4.38636  1.49494  -3.79660
H  4.27532  -0.13588  4.32846
H  1.06618  -5.71606  -3.98861
H  -0.64198  -5.47472  6.42766
H  -0.92321  1.00162  -1.48698
N  -1.14577  0.18198  -0.94039
C  -2.57473  4.33879  -2.15382
H  2.65797  -3.66847  3.85741
C  -1.57504  -3.79560  -4.63850
H  -1.12124  5.68929  5.51710
H  -1.24423  0.76091  2.82737
C  -3.02396  -4.14701  -4.94613
H  2.52908  -4.71854  8.36057
H  -5.09180  3.60801  -1.70749
C  4.81034  0.72697  -3.14962
H  -4.26325  4.99907  -5.06946
N  5.97864  -3.50512  -6.59085
H  1.49656  -1.69358  -1.79005
C  -5.18771  -3.10060  -0.67660
H  3.12452  8.17497  3.12532
C  4.75832  2.40423  6.09946
H  0.43774  0.49717  1.19478
C  -3.74695  4.72532  -2.87328
H  0.89443  6.89372  3.14953
H  -0.64530  -7.12008  7.01160
N  1.53294  -4.87689  8.30827
H  -2.01231  7.33571  -6.29271
C  4.02640  -3.48959  -2.03066
O  -2.92976  6.27023  -4.77541
C  -7.57501  -3.08769  -1.21974
N  -4.74350  3.70189  -2.65087
O  -5.94127  0.01867  -3.96629
C  2.88337  -4.56155  4.44025
O  -0.82836  -4.97565  -4.32505
H  -2.03752  3.44392  -2.46800
H  -4.52133  -2.90820  -4.31796
C  5.01272  -2.92344  -5.71449
H  5.80383  1.15772  -3.02506
H  -5.99890  -1.64577  -3.32066
H  -0.08662  -1.93002  -2.41540
O  3.90014  1.80028  3.84464
H  -7.99725  -3.06453  -0.21511
O  1.87451  -4.85167  5.45822
H  3.41753  -4.39233  -2.08006
H  -1.27693  5.69212  -5.92097
C  -0.57598  1.39931  3.40528
H  1.51112  -6.94900  8.01252
H  5.28124  1.44915  6.14908
H  5.39344  -1.90259  -5.74644
C  -1.35643  3.54994  6.36098
C  2.02789  -1.29380  2.04389
H  -2.11533  2.78474  6.52422
C  -0.06035  -0.66070  -0.67940
C  -0.47470  2.77187  5.32912
N  1.69018  5.71873  4.74316
C  1.23614  -6.05675  7.45005
H  -6.76430  -0.72258  -5.72199
H  5.91364  -3.68887  -3.66892
H  -7.50430  0.72390  -5.26407
H  4.96483  -3.74145  -1.53668
H  1.15448  -4.20071  7.66046
C  -2.89185  -2.95213  0.16905
H  2.80591  3.13693  6.61207
H  -2.70176  5.82378  -6.83096
H  3.53102  -0.05315  -1.68152
H  1.97498  -0.46522  2.75013
C  -3.47434  0.45126  -3.71476
H  -2.90499  -2.72647  1.23535
H  -4.96681  -4.04409  -1.17574
C  4.68389  2.76502  4.55918
H  2.58736  5.65221  5.20223
C  3.62352  -2.91961  -6.38142
C  1.81231  6.49841  3.58464
O  -3.92703  -2.30496  -0.62030
H  -2.50008  5.60002  6.45452
H  -4.90751  1.39707  -5.05052
C  0.96265  0.08845  0.33134
H  -2.34360  4.78650  4.82336
C  0.54499  -4.76285  -3.90007
C  -4.74518  0.40717  -4.62407
H  1.97683  2.80762  1.76507
H  -7.60594  -4.15103  -1.45735
H  -2.65105  -5.94289  -5.94432
H  -3.69630  -1.26279  -2.57861
H  -5.60093  4.02040  -3.07920
C  4.61531  0.56062  3.56203
H  0.59763  -4.32162  -2.90475
H  3.05100  -1.66975  2.04119
H  3.61362  -2.70062  -7.44915
H  2.93420  2.14226  -1.79239
O  4.23756  -2.84682  -3.28266
H  -8.32090  -2.51856  -1.77457
H  -3.29843  -4.71849  -4.05947
H  5.72118  2.82385  4.22956
C  2.83611  7.60320  4.00735
H  5.69873  0.67097  3.60815
H  -4.61721  -3.42553  -5.80253
C  1.75129  3.73585  1.24007
H  4.87788  -0.27181  -3.58087
H  -2.16214  2.01632  -4.80990
H  3.35683  1.81426  7.66213
H  0.22019  3.40748  4.78029
H  -4.22957  5.63451  -2.51475
C  4.26657  0.74248  -1.80001
C  2.42555  5.63426  2.43466
C  -3.39975  4.94024  -4.40689
C  -0.33446  -6.10569  7.26158
N  5.47527  3.29974  7.05258
H  -1.31872  1.05323  -3.75290
H  -4.15077  -5.01914  -6.52007
N  -6.09708  -2.58152  -2.95347
H  2.96005  -5.41625  3.76816
H  0.21409  2.02368  5.72139
C  -7.07810  -0.18052  -4.82992
H  -3.58620  1.18408  -2.91566
H  3.85017  -4.27912  4.85694
C  -6.23174  -2.47216  -1.53242
H  1.41363  0.89757  -0.24315
H  3.78158  7.28328  4.44532
H  5.85808  2.75838  7.81447
H  -6.11020  -1.42387  -1.25965
O  2.04032  -0.79433  0.66119
H  4.29646  0.29683  2.55364
H  -1.23450  4.43902  8.19736
H  -0.22157  2.22365  2.78645
O  3.78462  1.97288  -1.38043
H  -2.75030  -1.37318  -3.90357
C  2.12293  -6.05277  6.14875
C  -2.14311  0.98333  -4.46254
H  0.09932  4.57648  7.35086
O  -1.36730  2.05574  4.38947
H  1.40505  4.79953  4.43675
H  3.52318  -2.75235  -1.40508
C  -1.89456  4.97456  5.79859
H  -3.00259  -4.03277  0.07937
O  1.46810  4.68152  2.17994
H  -1.28539  -3.34551  -5.58803
C  -3.10614  -4.98883  -6.21034
H  -1.82189  0.27375  -5.22504
N  -2.98672  -0.78606  -3.11649
H  6.10541  -4.49269  -6.42134
C  -2.17895  6.29882  -6.00084
H  -5.54190  -3.13231  0.35376
H  -1.96121  -2.80486  -0.37898
H  -0.48817  -1.52762  -0.17588
H  -1.93970  5.21743  -2.26705
C  0.54300  -1.18440  -1.92987
H  -1.87402  -0.24937  -1.49147
H  2.60839  4.03700  0.63775
H  5.07423  0.47192  -1.11989
H  0.64714  -0.28130  -2.53125
H  2.76023  1.42744  6.07923
H  -1.52174  -3.03762  -3.85703
H  2.52301  8.29359  4.79057
N  -0.60734  3.90435  7.61350
H  6.28441  3.68625  6.58783
H  6.83273  -3.24421  -6.11910
H  0.92907  3.53911  0.55208
H  -7.89062  -0.79679  -4.44505
H  2.58076  6.21330  1.52432
H  4.16576  3.71996  4.47124
H  -2.57534  -4.46489  -7.00522
N  -3.95006  -3.06341  -5.13629

Forces on atoms 1 to 2 (eV/Å):
H 0.05 -0.54 -0.22
H 0.28 0.46 0.22